(1)
ORCA calculation (ωB97M-V/def2-TZVPD) on a 2-piece molecular cluster, FH3N2OS overall.

Computed properties:
* energy above the lowest of the compared OMol25 structures with the same formula, charge and spin: 95.1 kcal/mol
* E: -18623.25817 eV
* E_LUMO (spin up / spin down): -1.460 / -0.441 eV
* frontier orbital gap (spin up / spin down): 7.6 / 8.8 eV
* E_HOMO (spin up / spin down): -9.11 / -9.22 eV

Geometry as ORCA input:
```
! RIJCOSX wB97M-V def2-TZVPD def2/J DEFGRID3
* xyz 0 1
S 1.267 -1.588 0.381
F 1.794 1.946 -0.466
O 1.617 -0.017 0.206
N 1.245 0.721 -0.863
N -1.226 -0.375 0.180
H -1.768 -0.786 -0.627
H -1.730 -0.604 1.084
H -1.199 0.702 0.105
*
```

---

(2)
ORCA calculation (ωB97M-V/def2-TZVPD) on a 2-piece molecular cluster, C5H14 overall.

Computed properties:
* energy above the lowest of the compared OMol25 structures with the same formula, charge and spin: 3.4 kcal/mol
* E: -5411.90313 eV
* E_LUMO: 1.096 eV
* frontier orbital gap: 12.4 eV
* E_HOMO: -11.32 eV

Geometry as ORCA input:
```
! RIJCOSX wB97M-V def2-TZVPD def2/J DEFGRID3
* xyz 0 1
C -1.415 2.185 2.341
C 0.864 -0.735 -1.469
C 1.819 -1.651 -0.689
C -0.622 1.336 1.328
C -0.446 -1.385 -1.866
H 1.273 -2.399 -0.110
H 1.372 -0.382 -2.369
H 0.459 1.418 1.466
H 0.676 0.172 -0.883
H 2.512 -2.163 -1.367
H -2.462 2.162 2.055
H -0.276 -2.254 -2.506
H 2.419 -1.066 0.003
H -0.891 1.654 0.321
H -1.059 -0.659 -2.401
H -1.042 -1.638 -0.984
H -1.117 3.237 2.271
H -0.853 0.287 1.489
H -1.211 1.881 3.369
*
```

---

(3)
ORCA calculation (ωB97M-V/def2-TZVPD) on the molecule C4H10O2.

Computed properties:
* energy above the lowest of the compared OMol25 structures with the same formula, charge and spin: 18.3 kcal/mol
* E: -8404.75411 eV
* E_LUMO: 0.816 eV
* frontier orbital gap: 10.9 eV
* E_HOMO: -10.08 eV

Geometry as ORCA input:
```
! RIJCOSX wB97M-V def2-TZVPD def2/J DEFGRID3
* xyz 0 1
O 2.689 0.247 -0.235
O 0.453 -0.966 -0.969
C 1.479 0.744 0.330
C -2.108 -0.469 -0.286
C -1.019 0.248 0.513
C 0.387 -0.338 0.298
H 1.381 -1.231 -1.047
H 1.126 1.616 -0.236
H -1.260 0.214 1.583
H 2.755 0.592 -1.133
H 1.701 1.065 1.354
H 0.590 -1.088 1.082
H -3.072 0.033 -0.154
H -1.023 1.310 0.232
H -1.858 -0.463 -1.350
H -2.220 -1.514 0.019
*
```

---

(4)
ORCA calculation (ωB97M-V/def2-TZVPD) on the molecule C6H10O.

Computed properties:
* energy above the lowest of the compared OMol25 structures with the same formula, charge and spin: 72.7 kcal/mol
* E: -8428.08930 eV
* E_LUMO: 0.952 eV
* frontier orbital gap: 8.1 eV
* E_HOMO: -7.13 eV

Geometry as ORCA input:
```
! RIJCOSX wB97M-V def2-TZVPD def2/J DEFGRID3
* xyz 0 1
O -2.011 -1.286 -0.012
C 2.019 0.393 -0.250
C 0.782 -0.468 -0.166
C 0.032 -0.581 1.182
C -0.392 0.100 -0.923
C -1.293 -0.217 0.549
C -1.202 1.063 -0.213
H 0.998 -1.484 -0.522
H -2.897 -0.963 -0.002
H -0.626 -0.216 -1.957
H 2.372 0.466 -1.286
H -0.679 1.867 0.295
H 0.035 -1.582 1.613
H 1.801 1.410 0.097
H 2.818 -0.021 0.366
H 0.357 0.139 1.939
H -2.113 1.381 -0.710
*
```

---

(5)
ORCA calculation (ωB97M-V/def2-TZVPD) on a 12-piece molecular cluster, C64H148N8O16 overall.

Computed properties:
* E: -113406.93413 eV
* E_LUMO: -8.789 eV
* frontier orbital gap: 3.1 eV
* E_HOMO: -11.93 eV

Geometry as ORCA input:
```
! RIJCOSX wB97M-V def2-TZVPD def2/J DEFGRID3
* xyz 4 1
O -2.304 3.982 0.848
O -0.931 2.813 2.113
O 1.745 -0.227 -0.357
O 1.357 2.554 -5.463
O 3.262 -0.447 4.788
O 4.535 -1.563 -3.182
O 1.475 -2.942 4.317
O 5.824 3.256 0.898
O -3.019 -0.478 -0.280
O 3.680 2.774 0.741
O 5.187 2.046 -0.750
O 1.760 -5.183 4.328
O 3.174 -3.806 3.369
O 3.629 1.475 3.922
O -0.272 4.674 1.015
O 4.211 1.033 6.032
N 0.330 4.370 5.956
N -1.419 -6.163 5.856
N 6.196 0.528 -3.425
N 1.118 1.376 -8.092
N -2.100 4.480 -4.029
N 1.527 1.260 1.982
N -0.684 -5.231 -3.761
N -5.615 -1.763 -0.163
C -1.912 -2.794 -3.590
C 2.512 2.379 -4.578
C -2.404 -6.639 3.424
C 4.901 2.694 0.237
C 0.013 7.720 -4.941
C 4.246 6.123 2.990
C -1.753 -1.352 -3.993
C -0.345 -5.368 -2.244
C -0.740 -3.732 -4.103
C -0.624 2.880 -2.698
C 4.168 -2.714 -2.493
C -5.528 5.461 -5.741
C -2.594 -6.622 6.743
C -0.598 -6.921 -5.533
C 2.125 -4.065 4.010
C -1.370 -7.093 4.573
C -0.034 3.153 5.025
C 7.010 -0.046 -5.627
C -1.123 3.806 1.342
C -0.027 9.149 -4.379
C -0.658 -8.084 7.281
C -3.568 5.020 -4.150
C -3.036 0.888 0.196
C -1.157 -4.695 5.533
C 1.039 -0.183 1.817
C -2.637 -6.202 0.988
C -0.410 6.777 6.825
C -1.133 5.452 -4.799
C 1.895 4.622 5.763
C -1.985 3.073 -4.675
C -0.507 5.668 5.773
C 5.805 -0.216 -4.764
C -0.257 -6.692 6.760
C -1.693 7.588 6.846
C 5.342 -1.647 -4.367
C 3.814 5.433 4.299
C 0.579 -0.470 0.383
C -2.433 -3.819 5.682
C -1.165 6.914 -4.249
C -5.049 -3.090 1.936
C 1.556 3.485 -6.559
C 0.322 2.384 7.329
C -0.045 2.021 5.952
C -4.779 -1.750 1.116
C 1.457 0.044 -1.718
C -4.041 5.268 -5.605
C -2.052 -5.946 -4.039
C 2.050 3.559 -9.179
C -2.196 -8.010 7.378
C 1.956 2.704 -7.883
C 0.025 -0.544 2.936
C -1.755 -7.257 -4.637
C -1.908 -7.002 2.038
C 0.993 -4.692 -1.710
C -0.038 3.902 7.456
C -1.568 4.157 -2.608
C 2.298 5.263 4.427
C 0.349 -5.941 -4.703
C 3.694 0.661 4.904
C 0.962 -6.280 0.280
C -2.122 -2.310 5.396
C 1.026 -4.824 -0.178
C -3.262 -1.586 0.628
C -1.394 2.087 -3.706
H -1.199 -4.978 -1.689
H -6.520 -1.991 0.223
H -2.561 6.940 6.969
H -2.172 1.462 -3.268
H -0.753 2.418 -1.719
H 4.358 0.202 6.489
H 0.125 1.477 -7.940
H 0.942 -0.769 -2.230
H 0.273 -3.388 -3.892
H 5.025 -3.324 -2.208
H 0.712 3.131 4.230
H -0.810 -0.984 -3.587
H 4.781 -2.103 -5.183
H -2.381 -6.673 0.039
H 2.380 3.687 6.043
H 1.992 1.399 2.868
H -0.053 -7.816 -5.836
H 3.117 1.607 -5.052
H -0.848 -6.748 2.008
H 4.955 0.384 -5.087
H -1.099 1.742 5.979
H -0.670 -4.698 4.557
H -2.741 -1.248 1.524
H -1.551 5.413 5.589
H -2.904 -3.120 -3.902
H -1.318 3.209 -5.526
H -2.732 1.106 1.220
H -2.503 -5.258 -4.754
H -3.334 -7.158 3.655
H -1.142 5.342 -5.883
H -2.086 7.430 -4.519
H -0.305 -1.567 2.753
H -1.833 -8.074 1.859
H 0.684 -6.643 6.212
H -1.170 4.980 -2.014
H -3.244 -4.122 5.019
H 0.330 7.559 6.653
H -6.119 4.957 -4.977
H 1.379 2.214 7.533
H 1.261 -6.421 1.319
H -0.210 6.108 4.821
H -0.373 -7.198 4.146
H -1.092 3.992 7.720
H -1.396 -8.004 -3.929
H -5.008 -3.976 1.303
H -3.003 -1.682 5.527
H -2.512 -5.559 3.516
H 3.056 3.320 -4.484
H -0.825 0.131 3.039
H 0.330 9.250 -3.355
H 5.290 6.431 2.938
H -1.530 -8.145 4.806
H 2.225 5.289 6.559
H 3.395 -3.297 -2.994
H 6.228 -2.237 -4.131
H -5.879 6.493 -5.715
H -2.749 -8.884 7.034
H -2.568 -0.671 -3.747
H -2.029 4.604 0.170
H 0.465 1.135 5.576
H 7.952 -0.299 -5.142
H 4.222 5.999 5.137
H -0.017 -6.711 0.072
H 0.519 4.548 8.135
H 0.030 7.814 -6.027
H -3.712 -6.355 1.089
H -0.249 6.380 7.827
H 3.602 6.958 2.713
H 1.184 -3.620 -1.759
H -2.463 1.572 -0.430
H -0.994 9.620 -4.559
H 0.804 1.962 1.912
H 3.720 -2.344 -1.570
H -2.031 -2.994 -2.525
H 1.960 -0.720 2.042
H 0.610 3.945 -6.846
H -5.635 -0.895 -0.679
H -0.386 -4.291 6.189
H -1.004 3.336 4.563
H 0.950 7.218 -4.704
H 1.090 3.862 -9.597
H 2.640 2.979 -9.888
H -1.815 8.430 7.526
H -2.501 3.940 -2.087
H 1.913 4.599 3.653
H 4.053 3.208 1.512
H -2.679 -5.840 7.498
H 6.298 1.530 -3.499
H -3.559 6.186 -5.941
H -1.880 -2.239 4.335
H -4.429 -3.231 2.821
H -0.325 -8.911 6.655
H -2.972 2.722 -4.974
H 1.690 -6.909 -0.232
H -5.931 5.079 -6.679
H 2.205 1.467 1.263
H 0.900 -5.230 -5.317
H -4.178 4.232 -3.710
H -3.678 4.549 -6.340
H 0.933 0.997 -1.794
H -0.260 -6.031 7.628
H -2.692 -3.985 6.728
H 7.093 0.187 -3.111
H -2.431 -7.909 8.438
H 2.588 4.464 -8.895
H 0.395 3.263 -2.761
H 0.524 9.851 -5.005
H 2.347 0.097 -2.345
H -0.192 0.193 -0.010
H 1.919 -4.325 0.199
H -5.976 -3.022 2.506
H 1.759 6.192 4.247
H -2.500 -5.126 1.089
H -0.131 5.101 -4.549
H 2.172 -2.300 4.163
H -1.624 -1.278 -5.072
H 1.489 0.646 -7.501
H -5.136 -0.843 1.605
H 2.283 4.210 -6.195
H 0.566 -0.506 3.881
H -2.617 -6.164 -3.133
H -2.656 -7.636 -5.119
H -5.450 -2.424 -0.909
H -0.920 -3.688 -5.177
H -2.818 -2.524 0.294
H 0.159 -4.285 0.203
H 7.071 0.951 -6.063
H -4.054 1.244 0.039
H -1.833 8.054 5.870
H 5.479 0.331 -2.741
H 4.208 5.351 2.222
H -0.191 1.866 8.140
H 0.250 -1.509 0.368
H -0.991 6.985 -3.176
H 1.896 -5.226 -2.006
H 2.900 2.231 -7.611
H -1.267 -1.835 5.876
H -0.214 -8.228 8.267
H 2.353 1.994 -3.571
H 7.210 -0.735 -6.447
H 4.339 4.481 4.386
H 0.989 -6.497 -4.018
H -3.534 -6.817 6.227
H -0.666 1.382 -4.109
H -3.605 5.947 -3.577
H 1.189 1.024 -9.036
H -0.833 -6.480 -6.501
H -0.403 -6.451 -2.135
*
```

---

(6)
ORCA calculation (ωB97M-V/def2-TZVPD) on C3H2FeLi2O3 as an isolated structure.

Computed properties:
* energy above the lowest of the compared OMol25 structures with the same formula, charge and spin: 24.0 kcal/mol
* E: -44058.78551 eV
* E_LUMO (spin up / spin down): -8.040 / -9.875 eV
* frontier orbital gap (spin up / spin down): 6.9 / 6.0 eV
* E_HOMO (spin up / spin down): -14.97 / -15.87 eV

Geometry as ORCA input:
```
! RIJCOSX wB97M-V def2-TZVPD def2/J DEFGRID3
* xyz 2 7
Fe -1.098 1.631 2.153
O -0.456 2.581 -0.366
O 1.770 -2.548 -0.080
O 0.118 -1.025 0.381
C 1.156 -1.739 0.467
C -0.296 1.460 -0.584
C -0.125 0.094 -0.880
Li 0.231 -3.578 0.594
Li -0.980 3.468 1.282
H -1.008 -0.309 -1.374
H 0.690 -0.035 -1.592
*
```

---

(7)
ORCA calculation (ωB97M-V/def2-TZVPD) on the molecule C6H11N.

Computed properties:
* energy above the lowest of the compared OMol25 structures with the same formula, charge and spin: 58.0 kcal/mol
* E: -7888.01667 eV
* E_LUMO: 0.979 eV
* frontier orbital gap: 9.5 eV
* E_HOMO: -8.51 eV

Geometry as ORCA input:
```
! RIJCOSX wB97M-V def2-TZVPD def2/J DEFGRID3
* xyz 0 1
N -0.305 -1.323 -1.806
C 0.218 -1.105 -0.701
C -1.655 -0.211 1.325
C 0.685 -0.337 0.268
C -0.571 0.172 -2.247
C -0.159 0.068 1.453
C 2.102 0.179 0.204
H -2.117 0.396 0.538
H 2.107 1.272 0.318
H 0.437 0.582 -2.249
H -2.168 0.024 2.263
H 0.239 -0.434 2.344
H -1.841 -1.264 1.090
H -1.044 0.524 -3.183
H -0.001 1.143 1.622
H 2.705 -0.237 1.018
H -1.211 0.525 -1.444
H 2.586 -0.064 -0.748
*
```

---

(8)
ORCA calculation (ωB97M-V/def2-TZVPD) on a 13-piece molecular cluster, C15H56N12O13 overall.

Computed properties:
* energy above the lowest of the compared OMol25 structures with the same formula, charge and spin: 272.6 kcal/mol
* E: -60953.82106 eV
* E_LUMO: -0.358 eV
* frontier orbital gap: 6.9 eV
* E_HOMO: -7.22 eV

Geometry as ORCA input:
```
! RIJCOSX wB97M-V def2-TZVPD def2/J DEFGRID3
* xyz 0 1
O -3.335 0.685 -1.426
O 5.550 -0.744 -1.203
O 1.405 3.888 2.043
O 3.627 1.520 1.060
O 2.662 -0.818 2.495
O 3.188 0.883 -1.850
O 1.210 -2.106 -2.381
O -1.867 -0.781 2.895
O 0.585 3.081 -0.784
O -2.407 0.287 -5.382
O 1.729 -3.827 1.214
O 1.437 0.052 -0.017
O -4.024 -2.506 -0.159
N 0.266 2.677 3.641
N -1.621 0.766 4.623
N 5.161 -0.901 1.106
N -4.102 0.188 0.664
N 2.410 2.456 -3.429
N 1.413 0.661 -3.263
N -0.890 2.420 -2.519
N -3.553 2.309 0.300
N -0.506 2.572 1.602
N -1.325 4.211 -1.364
N -2.736 1.496 2.901
N 3.583 -1.653 -0.098
C 0.661 -3.596 2.054
C 3.824 2.024 2.414
C -1.582 -1.010 -3.738
C -3.718 1.096 -0.158
C 0.434 3.005 2.413
C -0.553 3.242 -1.565
C 0.034 0.041 0.073
C -2.635 -2.629 -0.140
C 0.604 -3.238 -1.881
C 2.370 1.363 -2.822
C -2.374 -4.092 -0.493
C -2.778 -0.669 -4.512
C 4.772 -1.002 -0.095
C -2.161 0.457 3.435
C 1.856 -0.883 3.632
H -1.922 2.414 -2.811
H 3.099 3.147 -3.108
H -1.826 1.634 5.121
H -2.212 -1.961 -0.801
H -1.695 -1.962 -3.286
H -3.201 2.897 -0.401
H 1.550 -4.653 0.697
H 4.795 0.057 1.341
H 2.891 -0.927 -0.387
H -3.019 -4.746 0.062
H 1.849 -1.774 4.149
H -4.401 -2.796 -1.011
H -0.353 -0.824 -0.466
H 0.755 3.099 4.474
H -0.937 4.890 -0.677
H -3.078 1.280 1.898
H -0.630 -1.132 -4.275
H -1.309 -4.333 -0.273
H 3.187 1.735 3.213
H 4.864 1.800 2.659
H 3.795 3.097 2.301
H -0.364 1.868 3.914
H 0.295 -2.664 1.731
H -3.642 -0.284 -3.888
H 0.785 -0.771 3.328
H -1.310 -0.087 5.053
H -0.432 -3.025 -1.782
H 2.610 -0.032 2.011
H 3.656 -2.182 -0.954
H -0.619 0.827 -0.313
H 0.008 -4.415 1.880
H 1.643 2.836 -4.078
H -1.396 -0.332 -2.907
H -2.257 -2.322 0.791
H 1.051 -3.447 3.094
H -0.170 1.657 -2.663
H 6.205 -0.781 1.078
H -2.541 -4.461 -1.469
H -4.064 -0.710 0.263
H 0.694 -3.997 -2.695
H 2.222 -0.028 4.271
H -3.037 0.145 -6.167
H -1.343 2.039 1.904
H -0.197 -0.124 1.121
H -0.325 2.710 0.625
H -4.707 0.289 1.506
H 3.310 2.184 0.386
H 1.686 0.609 -0.777
H -3.915 2.693 1.143
H -3.122 -1.634 -4.995
H -2.170 4.353 -2.040
H -2.723 2.475 3.362
H 0.861 0.927 -4.169
H 2.127 -2.218 -2.253
H 0.902 -3.620 -0.883
H 1.463 -0.341 -3.133
*
```

---

Look up the E of the seventh one.
-7888.01667 eV

---

What is the E in the sixth record?
-44058.78551 eV

---

Look up the E of the fourth one.
-8428.08930 eV